1.
The following is a DFT calculation (ωB97M-V/def2-TZVPD) of C12H46AlN20O15P as an isolated structure at a distorted geometry.

Summary:
Charge: 0
LUMO energy in Eh: -0.0144
Frontier orbital gap in eV: 8.79
Highest occupied orbital energy in eV: -9.19

```
95
Properties=species:S:1:pos:R:3:forces:R:3
Al 11.862275 9.808451 10.694589 0.762 -0.770 0.861
P 11.733773 12.717885 9.946705 -0.013 3.456 0.320
O 12.227001 11.272696 9.937263 1.418 -2.593 -0.616
O 10.694950 12.560378 11.237034 0.637 0.735 2.298
O 10.653348 13.036016 8.972085 0.497 -0.025 -1.100
O 13.023083 13.580399 9.946472 -2.489 -1.297 1.152
C 9.844677 8.697392 9.321965 -2.702 -0.891 -2.878
O 10.136427 9.364458 10.311967 1.868 1.717 1.838
N 10.381017 7.562096 9.022858 2.050 -1.248 1.212
N 8.883253 9.079133 8.469328 1.354 1.804 2.148
H 11.124514 7.231938 9.634194 -0.004 -0.874 -0.044
H 9.907349 6.995721 8.376615 0.067 -0.961 -0.882
H 8.597617 10.016424 8.678765 -1.004 -0.006 -0.416
H 8.418724 8.406219 7.946730 -1.077 -0.645 -1.228
C 13.901889 10.669057 17.205780 -1.371 -2.861 0.869
O 12.972129 9.956303 17.696495 1.158 1.398 -1.066
N 14.771440 10.093264 16.341963 0.678 1.778 0.195
N 13.999488 11.983829 17.527731 -0.224 0.079 -0.455
H 15.485501 10.646641 15.872710 -0.250 -0.139 -0.011
H 14.871859 9.119238 16.413894 0.060 -1.102 -0.015
H 14.819870 12.517164 17.231285 -0.916 -0.089 -0.233
H 13.040630 12.320512 17.453450 0.765 0.928 0.541
C 9.957618 18.969056 17.435004 -0.683 -0.947 -0.182
O 10.072039 19.703641 18.412574 0.490 -0.643 -1.240
N 8.724629 18.720099 16.836113 -0.607 0.150 0.162
N 10.988407 18.255121 16.800112 -0.753 2.054 3.313
H 8.461644 17.784061 16.584242 0.809 -0.432 -0.507
H 7.941825 19.084888 17.339736 -0.017 0.660 0.475
H 11.820594 18.683931 17.161134 0.802 -0.448 -0.679
H 10.846537 17.926689 15.888102 -0.015 -0.395 -1.258
C 9.654988 16.205152 13.812259 1.611 -1.387 -2.912
O 9.663881 16.337375 14.985599 -0.461 0.703 3.352
N 8.720137 15.421978 13.177145 -0.312 0.243 -0.802
N 10.803597 16.637292 13.074491 -2.988 -0.214 2.072
H 7.877025 15.096931 13.623091 0.314 0.466 0.580
H 8.675279 15.254612 12.188464 0.520 0.200 -0.244
H 11.618638 16.523627 13.642722 0.479 0.154 -0.552
H 10.716045 16.583841 12.107345 0.846 -0.284 -1.671
C 14.885227 12.130785 13.406910 2.018 -0.826 1.153
O 15.648401 12.157992 14.392488 -0.387 -0.827 -0.654
N 14.199568 13.198870 13.080066 -2.307 0.185 -1.400
N 14.731244 11.044298 12.586518 -3.192 1.153 -2.096
H 14.507614 14.069316 13.367002 0.718 1.622 1.060
H 13.831399 13.207879 12.156366 -0.509 0.292 -0.990
H 15.452158 10.399226 12.709937 0.822 -1.476 -0.303
H 14.040178 11.057485 11.685925 2.873 0.034 3.056
C 11.916566 9.389223 13.541860 -0.101 -2.971 -0.373
O 11.633739 10.028778 12.487407 0.626 1.127 -0.505
N 12.213895 9.878072 14.719233 -0.996 -1.289 1.060
N 11.905786 8.036294 13.437019 -0.292 -0.321 0.074
H 11.879581 9.263830 15.517444 0.857 1.525 -0.887
H 12.346814 10.850608 14.831490 -0.060 0.857 0.266
H 11.927002 7.321968 14.152862 0.273 0.866 0.479
H 11.773028 7.602500 12.546949 -0.031 0.075 -0.770
C 16.047648 11.650421 8.204181 -0.652 -2.721 -2.761
O 15.788451 10.404089 8.098299 1.076 2.660 0.690
N 17.049983 12.311263 7.417145 -1.321 1.367 1.186
N 15.300806 12.499915 8.889518 1.704 2.524 0.137
H 16.824040 13.215623 6.967760 -0.245 -0.801 1.027
H 17.586283 11.830931 6.762563 0.707 -1.748 -0.690
H 15.680865 13.477865 8.850062 -1.177 -1.439 0.455
H 14.386658 12.364645 9.290313 -0.216 -0.023 0.069
C 7.375673 13.163969 8.213913 1.556 -0.656 -1.603
O 6.406838 13.257351 7.478962 -0.209 -0.383 0.963
N 8.082896 14.257491 8.634159 -1.087 1.566 0.279
N 8.006454 11.924074 8.488230 -1.223 2.084 0.617
H 9.071915 14.255084 8.726710 0.843 -0.856 0.359
H 7.759400 15.140004 8.235126 -0.220 -0.708 0.180
H 8.887493 11.950679 9.021215 -0.311 -0.197 -0.839
H 7.572819 11.226142 7.915397 0.387 -0.272 -0.040
C 13.479456 7.390939 10.068673 0.643 -0.101 0.272
O 12.727876 6.650118 10.700739 -1.279 -1.394 0.182
N 14.407907 6.942655 9.195301 1.018 2.640 -1.096
N 13.404587 8.695615 10.313608 0.835 5.317 -2.363
H 14.975723 7.665297 8.656462 -1.015 -1.728 1.064
H 14.549192 5.976446 9.069779 0.123 -0.873 -0.140
H 10.929497 12.542199 12.207317 0.187 0.091 -1.802
H 14.092205 9.363719 9.656272 -2.037 -2.327 2.017
C 9.940618 12.898695 5.489107 1.080 -1.713 0.131
O 8.920410 12.549018 4.916245 0.062 0.996 0.189
N 10.233715 14.117324 6.071399 0.048 -0.969 -1.256
N 10.975334 11.956111 5.573789 -1.211 -0.040 -0.087
H 10.604333 14.082996 7.002524 0.085 0.087 0.411
H 9.578723 14.800249 5.778009 -0.559 0.725 0.432
H 10.637932 11.014444 5.351117 0.768 0.767 0.173
H 11.909984 12.155226 5.884552 -0.189 -0.079 0.120
C 8.383452 10.113196 15.018681 -0.091 0.140 -2.381
C 9.036600 9.933339 16.306640 1.269 0.547 1.615
O 9.930445 8.846735 16.242929 0.172 -1.057 -2.117
H 9.117275 10.329008 14.205264 -0.294 -0.065 0.599
H 7.666156 10.939175 14.989029 0.001 -0.265 0.241
H 7.914680 9.175667 14.721306 -0.342 0.071 -0.010
H 8.342622 9.659959 17.088331 -0.532 0.587 0.345
H 9.652942 10.812576 16.575003 -0.661 0.007 0.173
H 10.378539 8.743602 17.053639 0.692 -0.057 1.692
```
Positions in Å, forces in eV/Å.

Löwdin atomic charge list, values in e, 2 entries: 0.114 0.198

2.
The following is a DFT calculation (ωB97M-V/def2-TZVPD) of a 11-piece molecular cluster, C12H46N8O11 overall at a distorted geometry.

Summary:
SMILES: NC(N)=O.NC(N)=O.NC(N)=O.NC(N)=O.CCO.CO.CO.CO.CO.CO.CO
Charge: 0
LUMO energy in Eh: -0.0179
ΔE to the lowest compared entry with this formula, charge and spin in kcal/mol: 32.9
Frontier orbital gap in eV: 8.31
Highest occupied orbital energy in eV: -8.80

```
77
Properties=species:S:1:pos:R:3:forces:R:3
N -2.683844 -1.931234 2.018532 -3.430 3.574 4.975
C -3.233844 -2.220234 0.872532 -7.525 3.847 -0.094
N -2.339844 -2.754234 0.106532 1.073 -2.612 -5.311
O -4.506844 -1.795234 0.516532 6.636 -2.481 1.342
H -3.307844 -1.240234 2.670532 2.376 -2.642 -1.935
H -1.795844 -2.256234 2.348532 -0.099 0.312 -0.004
H -2.651844 -2.937234 -0.858468 0.332 -0.325 0.983
H -1.526844 -3.269234 0.437532 -0.620 -0.103 -0.025
N 1.497156 5.408766 1.129532 2.057 1.896 3.705
C 0.712156 4.750766 0.332532 -6.482 -1.759 -2.449
N 1.383156 4.272766 -0.688468 -0.828 -2.199 -3.041
O -0.656844 4.584766 0.378532 6.216 1.060 0.610
H 1.086156 5.768766 1.980532 0.222 -0.031 -0.053
H 2.538156 5.259766 1.119532 -1.984 0.237 0.055
H 0.898156 3.671766 -1.442468 1.510 1.532 1.958
H 2.384156 4.384766 -0.742468 -0.232 -0.242 -0.145
N -0.945844 -3.975234 3.379532 -4.413 -1.472 -0.073
C -0.382844 -2.857234 3.816532 -3.900 3.853 4.445
N 0.860156 -2.751234 3.492532 3.127 2.439 0.041
O -1.017844 -1.889234 4.593532 2.937 -4.967 -4.197
H -1.994844 -3.973234 3.602532 2.214 -0.356 -0.484
H -0.682844 -4.455234 2.497532 -0.016 0.595 0.997
H 1.219156 -1.849234 3.768532 0.582 -0.138 -0.132
H 1.455156 -3.412234 3.034532 -0.181 -0.254 0.147
N 3.193156 0.767766 -3.176468 3.545 3.126 -3.340
C 2.635156 0.612766 -2.004468 0.273 4.414 5.387
N 1.759156 -0.340234 -1.883468 -2.431 -2.731 0.395
O 2.867156 1.465766 -1.004468 -0.047 -2.871 -3.764
H 3.889156 1.611766 -3.368468 -2.258 -2.742 0.948
H 2.957156 0.195766 -3.971468 0.059 -0.066 0.178
H 1.153156 -0.412234 -1.047468 0.742 0.343 -0.604
H 1.304156 -0.805234 -2.696468 0.837 0.771 0.757
C -0.099844 1.532766 0.211532 -1.760 -1.070 2.210
C -0.590844 0.164766 0.866532 2.088 3.293 2.223
O -0.563844 -0.722234 -0.121468 -0.100 -2.554 -3.137
H 0.682156 1.988766 0.848532 -1.002 0.375 -0.434
H -1.052844 2.016766 -0.043468 0.556 1.009 0.881
H 0.281156 1.400766 -0.757468 1.051 -0.801 -1.041
H -1.508844 0.216766 1.456532 -0.385 0.405 -0.699
H 0.113156 -0.196234 1.625532 0.364 0.518 0.371
H -1.243844 -1.376234 -0.002468 -0.457 -0.518 -0.176
C -0.090844 2.742766 3.649532 -0.708 0.700 0.335
O -0.961844 3.710766 3.066532 1.064 -0.294 0.067
H 0.933156 2.903766 3.379532 0.706 -0.092 -0.275
H -0.431844 1.777766 3.421532 -0.125 -1.721 -1.089
H -0.148844 2.665766 4.718532 -0.147 0.973 0.834
H -0.613844 3.778766 2.150532 -1.007 0.469 0.113
C -0.762844 -2.154234 -3.329468 -2.171 -3.758 1.420
O 0.037156 -1.172234 -3.809468 -2.185 3.258 -1.956
H -1.741844 -2.360234 -3.854468 1.364 0.205 -0.326
H -1.140844 -2.114234 -2.306468 0.258 1.377 0.527
H -0.174844 -3.066234 -3.200468 0.035 -0.257 -0.868
H -0.664844 -0.487234 -4.123468 2.297 -1.177 0.658
C -2.821844 0.498766 -2.016468 0.086 -0.824 -0.258
O -3.611844 -0.518234 -2.572468 -0.711 -0.362 -0.638
H -1.807844 0.392766 -2.371468 0.761 -0.234 0.919
H -3.006844 0.723766 -0.973468 0.456 -0.559 0.468
H -3.124844 1.354766 -2.512468 -0.912 1.925 -1.056
H -3.436844 -1.393234 -2.230468 0.055 0.118 0.561
C -0.405844 2.506766 -3.372468 -0.915 0.325 3.305
O 0.829156 3.018766 -2.965468 0.950 0.498 -1.602
H -0.966844 3.132766 -4.018468 -0.186 0.296 -1.393
H -0.935844 2.601766 -2.410468 -0.634 -0.945 -0.516
H -0.135844 1.504766 -3.635468 -1.184 -0.848 -0.573
H 1.323156 2.681766 -3.704468 1.734 0.484 0.076
C 0.794156 -3.762234 0.313532 1.314 -0.154 -1.571
O -0.233844 -4.615234 0.677532 -1.072 -1.280 0.317
H 1.696156 -4.335234 0.190532 0.577 -0.336 -0.608
H 1.062156 -3.149234 1.120532 -0.321 1.486 0.800
H 0.549156 -3.225234 -0.614468 0.291 0.200 0.425
H -0.144844 -5.416234 0.148532 -0.323 -0.002 0.167
C 3.015156 -0.479234 1.449532 -2.600 0.404 0.240
O 3.062156 0.945766 1.588532 0.724 -1.329 0.679
H 3.160156 -0.983234 2.445532 -0.191 0.610 -0.937
H 3.672156 -0.912234 0.721532 0.978 0.074 -0.306
H 1.970156 -0.716234 1.001532 1.354 -0.144 1.057
H 3.181156 1.260766 0.682532 -0.257 0.247 -0.469
```
Positions in Å, forces in eV/Å.

Löwdin atomic charge list, values in e, 2 entries: 0.151 -0.618

3.
The following is a DFT calculation (ωB97M-V/def2-TZVPD) of C12H48F2MnNO16S2 as an isolated structure at a distorted geometry.

Summary:
Charge: +1
LUMO energy (spin up / spin down) in Eh: -0.0866 / -0.0869
Spin multiplicity: 6
<S²>: 8.753
Frontier orbital gap (spin up / spin down) in eV: 9.36 / 9.35
Highest occupied orbital energy (spin up / spin down) in eV: -11.72 / -11.72

```
82
Properties=species:S:1:pos:R:3:forces:R:3
Mn 0.255494 0.248478 0.387716 0.859 1.007 -1.035
N -0.765738 -0.809289 1.735470 0.808 -2.415 5.164
S -2.213417 -1.359198 1.838807 -7.805 -0.206 -4.099
O -3.238214 -0.455584 2.396768 2.722 -1.843 -0.811
O -2.423600 -2.800160 1.906693 1.017 2.075 1.027
F -2.373306 -1.165176 0.222522 -0.646 0.258 0.250
S -0.358241 -1.511819 3.267199 4.943 0.354 3.218
O 0.189497 -2.855914 3.235367 -1.089 2.225 -0.674
O -1.085020 -1.090381 4.444941 -0.200 -0.529 -2.247
F 0.973731 -0.557562 3.424608 -0.824 -0.770 -0.238
C -0.247862 4.245096 -2.511467 -1.962 1.576 0.771
O 0.916004 3.538579 -2.650714 1.180 -0.935 -0.606
H -0.357811 4.533028 -1.465956 0.234 0.396 0.027
H -0.254956 5.122514 -3.158152 -0.008 0.208 0.247
H -1.191840 3.732645 -2.696951 0.154 -0.715 -0.480
H 1.234788 3.703937 -3.541017 0.304 -0.324 0.016
C 2.605951 -1.677587 1.235062 0.987 0.014 0.024
O 2.199271 -0.308818 1.113498 -0.361 -1.017 -0.153
H 1.763814 -2.365612 1.160668 0.090 0.192 -0.288
H 3.401801 -1.828923 0.505811 -0.342 -0.527 -0.457
H 3.112056 -1.873960 2.180254 -0.387 0.192 0.348
H 2.857328 0.211021 1.580743 0.321 0.859 0.092
C 2.856206 1.413165 -1.208332 0.635 -0.105 0.580
O 1.469244 1.546184 -0.942456 0.371 -0.715 0.026
H 3.166953 0.368399 -1.205251 -0.343 -0.086 -0.165
H 3.150890 1.874826 -2.150749 -0.182 0.078 -0.011
H 3.406230 1.870634 -0.385967 0.188 0.237 -0.104
H 1.169614 2.302754 -1.451786 -0.417 0.384 -0.469
C 0.465385 -5.097630 1.255773 0.845 -0.854 -0.041
O -0.207634 -6.307198 0.976598 -1.230 -0.038 -0.409
H -0.153851 -4.200803 1.237064 -0.475 -0.584 0.154
H 0.902210 -5.247666 2.243074 0.328 0.771 0.031
H 1.221244 -4.979915 0.479285 0.483 0.383 0.157
H 0.424296 -6.979517 0.711576 0.062 0.137 0.068
C -4.400522 -2.537651 -1.546183 1.040 -0.075 0.249
O -5.023808 -3.300482 -2.547094 -0.277 0.130 -0.133
H -4.458631 -3.035262 -0.578145 -0.319 0.272 0.257
H -3.328776 -2.490262 -1.739114 0.024 -0.057 -0.328
H -4.751002 -1.505704 -1.526990 -0.229 0.060 0.270
H -5.950665 -3.285835 -2.297447 -0.216 -0.317 -0.333
C 0.918620 -0.284481 -4.707251 1.788 -0.587 -0.153
O 1.653651 -0.616599 -3.495384 -1.063 0.550 0.550
H 0.052889 -0.941972 -4.786739 0.286 0.068 -0.050
H 0.641908 0.759471 -4.854581 -0.117 0.050 0.622
H 1.731308 -0.513465 -5.396593 -0.979 -0.106 -1.205
H 2.527603 -0.229345 -3.583918 0.010 -0.036 0.163
C -1.401952 2.117833 4.785208 -2.022 0.306 1.058
O -0.066352 2.241580 4.449471 1.285 0.036 -0.740
H -2.000076 1.570138 4.056939 0.573 -0.403 -0.105
H -1.498852 1.661427 5.770307 -0.185 -0.306 -0.087
H -1.910638 3.079845 4.847343 0.130 0.351 0.014
H 0.339765 2.909482 5.006763 0.074 -0.068 0.015
C -2.320834 2.104898 -0.170273 -0.015 0.470 1.058
O -1.312441 1.256817 -0.683302 -0.115 0.358 -0.282
H -3.257033 1.592014 0.050140 0.121 -0.264 -0.002
H -1.874888 2.473426 0.753535 -0.488 0.248 0.138
H -2.544600 2.952376 -0.818204 0.201 -0.005 -0.176
H -1.488092 1.143512 -1.620266 0.096 -0.602 -0.821
C 0.965789 3.159183 1.644427 -0.020 0.493 -0.361
O 0.448406 1.871082 1.879738 -0.211 -0.488 -1.292
H 0.631326 3.500696 0.664834 -0.162 -0.083 -0.046
H 0.578579 3.875178 2.369361 0.267 -0.084 0.160
H 2.054216 3.136807 1.590486 0.083 0.108 0.376
H 0.274254 1.710142 2.809992 0.062 0.320 0.936
C -0.093936 -2.581993 -1.301821 0.765 0.412 -1.332
O 0.197775 -1.170055 -1.248847 -0.556 0.069 1.528
H -0.585742 -2.681800 -2.269436 -0.504 -0.691 0.291
H 0.868959 -3.083057 -1.401205 -0.101 -0.394 0.329
H -0.672363 -2.956549 -0.457298 0.024 0.440 -0.194
H 0.669153 -0.921338 -2.047309 0.601 0.197 -0.653
C -2.674014 0.062950 -4.126730 -0.802 -0.191 -0.885
O -1.961764 1.111966 -3.495694 0.599 -0.055 0.963
H -3.672589 -0.095992 -3.719688 -0.048 0.208 0.155
H -2.765655 0.332888 -5.178793 -0.153 -0.297 -0.150
H -2.189189 -0.911481 -4.067401 0.487 0.366 0.296
H -2.484421 1.915187 -3.552774 -0.144 0.003 -0.187
C 4.442143 0.807380 3.395994 0.618 -0.559 1.213
O 4.230280 1.300765 2.108710 -0.501 0.352 -1.112
H 5.065733 -0.085077 3.343402 -0.065 -0.215 0.217
H 4.968838 1.526963 4.022802 -0.123 0.120 0.091
H 3.488222 0.548795 3.855631 -0.009 0.090 -0.082
H 5.068899 1.267051 1.642700 0.030 0.126 -0.151
```
Positions in Å, forces in eV/Å.

Löwdin atomic charge list, values in e, 2 entries: 0.879 -0.321